14
Properties=species:S:1:pos:R:3 method="wB97M-V/def2-TZVPD" gap_ha=0.2287 charge=+2 mol_weight_g_mol=148.38 energy_ha=-742.8415 relative_energy_kcal_mol=70.6
Mg 0.324 2.382 -0.732
O -0.992 0.709 -0.280
C -2.062 0.448 0.662
H -2.873 -0.030 0.107
H -1.720 -0.265 1.419
H -2.307 1.427 1.079
C 2.350 -0.027 0.231
C 1.421 -0.157 -0.725
O 0.980 0.791 -1.600
C -0.268 -0.331 -0.720
O -0.668 -1.464 -0.609
Na 0.454 -3.606 -0.130
H 2.272 -0.655 1.116
H 3.089 0.779 0.181